{
  "formula": "C20H56O14SV",
  "method": "ωB97M-V/def2-TZVPD",
  "largest_force_ev_per_a": 4.9,
  "total_charge": -1,
  "lumo_energy_ev": 1.72,
  "orbital_gap_ev": 7.40,
  "e_homo_ev": -5.67,
  "symbols": ["O", "V", "O", "S", "O", "O", "O", "O", "C", "O", "H", "H", "H", "H", "C", "O", "H", "H", "H", "H", "C", "C", "C", "O", "H", "H", "H", "H", "H", "H", "H", "H", "C", "C", "C", "O", "H", "H", "H", "H", "H", "H", "H", "H", "C", "C", "C", "O", "H", "H", "H", "H", "H", "H", "H", "H", "C", "C", "C", "O", "H", "H", "H", "H", "H", "H", "H", "H", "C", "C", "C", "O", "H", "H", "H", "H", "H", "H", "H", "H", "C", "C", "C", "O", "H", "H", "H", "H", "H", "H", "H", "H"],
  "positions_angstrom": [[0.59226, -1.51913, 0.62253], [-1.02179, -1.57854, 0.53063], [-1.45442, -1.05086, -0.92882], [-1.61663, -0.01562, 2.83427], [-2.93846, 0.09591, 3.42871], [-0.60889, 0.79552, 3.50643], [-1.22753, -1.41704, 2.79171], [-1.64992, 0.29232, 1.39771], [0.09695, -4.52128, 0.29557], [-0.46756, -3.61120, -0.63350], [1.09970, -4.21576, 0.59430], [-0.57051, -4.61964, 1.15169], [0.17245, -5.51090, -0.15505], [-0.23832, -3.99268, -1.48410], [-4.25868, -2.13690, 0.99830], [-3.01991, -2.68819, 0.60034], [-4.90711, -2.93662, 1.35616], [-4.07354, -1.39540, 1.77548], [-4.70405, -1.61556, 0.15098], [-3.24082, -3.52449, 0.18391], [4.09195, -3.34007, 3.59635], [2.94048, -4.09668, 4.18229], [1.79749, -4.23223, 3.16251], [3.36557, -5.35140, 4.70543], [4.40733, -3.83690, 2.67886], [4.97628, -3.32640, 4.23343], [3.88020, -2.30830, 3.31581], [2.53333, -3.53201, 5.02102], [1.03964, -4.97487, 3.41197], [2.29699, -4.62053, 2.27492], [1.18059, -3.37588, 2.89011], [2.65065, -5.99205, 4.71282], [2.26945, 1.48531, 1.55282], [1.80748, 2.85491, 2.04745], [0.49779, 3.18541, 1.39857], [1.76275, 2.80512, 3.43709], [2.69429, 1.44246, 0.54994], [1.55779, 0.66360, 1.63307], [3.05310, 1.18624, 2.24892], [2.66583, 3.47937, 1.79969], [-0.36760, 2.63388, 1.76600], [0.55591, 3.03218, 0.32096], [0.32651, 4.24901, 1.56444], [2.47756, 3.40927, 3.65075], [-3.17921, 3.47547, 1.45605], [-3.84591, 2.70693, 0.25692], [-4.50371, 3.64914, -0.79189], [-2.89090, 1.92611, -0.35603], [-2.31908, 4.05138, 1.11457], [-2.83649, 2.85182, 2.28171], [-3.89746, 4.18590, 1.86532], [-4.57376, 1.98668, 0.63053], [-3.78122, 4.36332, -1.18692], [-5.29803, 4.18825, -0.27564], [-4.93410, 3.13520, -1.65139], [-2.45303, 1.42869, 0.33856], [-3.53624, 1.26001, -5.22070], [-3.72321, 1.14557, -3.70713], [-3.48863, -0.22738, -3.16734], [-2.73443, 1.99323, -3.12741], [-4.32305, 0.79254, -5.81272], [-2.58259, 0.87237, -5.57903], [-3.58087, 2.32553, -5.44603], [-4.77473, 1.31705, -3.47693], [-2.43377, -0.49280, -3.09714], [-3.90477, -1.02499, -3.78276], [-3.76019, -0.37126, -2.12157], [-2.86465, 1.93815, -2.17788], [0.43845, 3.44580, -2.92247], [0.78603, 2.01041, -3.35571], [0.52965, 1.05621, -2.17383], [-0.08302, 1.72555, -4.39917], [-0.45545, 3.59310, -2.31637], [0.36774, 4.17124, -3.73293], [1.21883, 3.81820, -2.25883], [1.79933, 1.78266, -3.68655], [0.67466, -0.00856, -2.35640], [-0.45410, 1.22607, -1.73623], [1.30268, 1.16098, -1.41255], [-0.96855, 1.84311, -4.04758], [5.77607, 0.07691, -0.08345], [5.29115, -1.21814, -0.69426], [3.80204, -1.29188, -0.72157], [5.76920, -1.26817, -2.00588], [5.48099, 0.91510, -0.71468], [6.82486, 0.29407, 0.11898], [5.23505, 0.25494, 0.84590], [5.69343, -2.09028, -0.17885], [3.47309, -2.31048, -0.92737], [3.30218, -0.73626, -1.51499], [3.26223, -0.91482, 0.14707], [6.72902, -1.28643, -2.01034]]
}

---

{
  "formula": "C20H57AsF6O8",
  "method": "ωB97M-V/def2-TZVPD",
  "largest_force_ev_per_a": 4.5,
  "total_charge": 0,
  "lumo_energy_ev": -0.62,
  "orbital_gap_ev": 8.70,
  "e_homo_ev": -9.32,
  "symbols": ["O", "H", "H", "H", "As", "F", "F", "F", "F", "F", "F", "C", "C", "O", "H", "H", "H", "H", "H", "H", "C", "C", "C", "O", "H", "H", "H", "H", "H", "H", "H", "H", "C", "C", "C", "O", "H", "H", "H", "H", "H", "H", "H", "H", "C", "C", "C", "O", "H", "H", "H", "H", "H", "H", "H", "H", "C", "C", "C", "O", "H", "H", "H", "H", "H", "H", "H", "H", "C", "C", "C", "O", "H", "H", "H", "H", "H", "H", "H", "H", "C", "C", "C", "O", "H", "H", "H", "H", "H", "H", "H", "H"],
  "positions_angstrom": [[4.33724, -0.08796, -1.73014], [4.64606, -0.92226, -2.09093], [3.56624, 0.22676, -2.20775], [4.27865, -0.06728, -0.77216], [0.08519, -0.33135, -0.25630], [0.56767, -0.54819, 1.45345], [0.09803, -2.07054, -0.59470], [-0.19696, -0.02378, -2.07836], [-0.17110, 1.43308, 0.00361], [1.86476, -0.14365, -0.66728], [-1.63525, -0.65241, 0.08689], [1.63192, -5.27973, -0.27094], [3.03407, -4.71158, 0.12095], [3.09797, -3.30612, 0.02027], [1.47279, -6.34955, -0.13579], [1.11969, -4.91643, -1.16186], [0.91282, -4.92753, 0.46862], [3.72562, -5.16004, -0.59229], [3.19605, -5.07767, 1.13478], [2.37518, -2.90223, 0.50608], [-2.00165, 3.89907, -0.93794], [-0.95197, 4.55161, -0.14285], [-1.06790, 6.03582, -0.06540], [-0.80530, 4.02718, 1.12688], [-1.69234, 2.85674, -0.86067], [-1.89412, 4.25461, -1.96269], [-3.03637, 3.99028, -0.60756], [-0.00167, 4.30544, -0.61659], [-0.93615, 6.56000, -1.01196], [-0.29363, 6.49828, 0.54676], [-1.89309, 6.45529, 0.51011], [-0.81031, 3.07971, 0.97239], [5.64806, 1.23815, 1.98876], [4.15886, 1.03367, 2.12844], [3.30707, 2.23469, 2.36988], [3.79782, 0.38466, 0.88692], [6.03318, 1.88886, 2.77384], [5.83736, 1.74569, 1.04289], [6.18716, 0.30680, 1.81532], [3.86850, 0.32777, 2.90659], [3.71184, 2.98036, 3.05415], [2.30982, 2.06766, 2.77693], [3.31275, 2.93691, 1.53624], [2.86368, 0.45688, 0.67773], [-1.63691, -3.17001, -2.60532], [-2.55456, -2.94291, -3.84732], [-3.92731, -3.55474, -3.55635], [-2.76386, -1.61977, -3.84075], [-0.65687, -2.69291, -2.60549], [-1.61055, -4.25709, -2.53004], [-2.16443, -2.89931, -1.69069], [-2.20064, -3.24078, -4.83429], [-3.74814, -4.60804, -3.77215], [-4.77074, -3.32876, -4.20879], [-4.31030, -3.52918, -2.53618], [-1.90683, -1.18740, -3.85352], [-2.23485, -0.65514, 5.17522], [-1.30399, -0.26457, 4.01522], [-0.18886, 0.64187, 4.47274], [-0.63368, -1.41374, 3.72225], [-3.13139, -1.25162, 5.00635], [-2.66179, 0.30617, 5.46106], [-1.77737, -1.15608, 6.02838], [-1.88988, 0.16621, 3.20327], [0.20450, 0.35296, 5.44737], [-0.63296, 1.58273, 4.79778], [0.64531, 0.70973, 3.77443], [-0.07127, -1.13321, 2.99658], [1.82035, 2.80972, -3.06575], [2.30698, 1.64071, -3.92688], [3.70358, 1.77740, -4.49871], [2.27553, 0.46465, -3.18880], [1.99983, 2.59322, -2.01265], [0.80155, 3.16150, -3.22820], [2.44939, 3.67121, -3.28987], [1.64066, 1.49310, -4.77678], [4.41964, 2.23541, -3.81637], [3.62904, 2.39130, -5.39630], [4.13426, 0.81141, -4.76231], [1.34401, 0.30396, -3.02131], [-5.77250, -0.81937, 2.60151], [-4.43298, -0.92549, 1.75708], [-4.63714, -1.79012, 0.53263], [-4.08594, 0.41782, 1.39626], [-6.57531, -0.48222, 1.94582], [-5.64092, -0.17706, 3.47226], [-6.10273, -1.79295, 2.96371], [-3.64911, -1.28465, 2.42389], [-5.55742, -1.48587, 0.03402], [-4.67620, -2.84690, 0.79683], [-3.83962, -1.60421, -0.18676], [-3.28583, 0.28534, 0.88257]]
}